Formula: C18H19N3O4
Source: the Open Molecules 2025 dataset
Level of theory: ωB97M-V/def2-TZVPD

XYZ file:
```
44
Properties=species:S:1:pos:R:3:forces:R:3
C -3.478 -2.149 0.967 -2.42 -3.97 -2.12
H -3.571 -1.539 1.757 -0.68 2.21 2.90
O -4.392 -1.935 -0.110 -0.39 -0.09 -0.05
C -5.317 -0.966 -0.096 -3.99 -0.71 -1.81
C -6.673 -1.367 -0.573 6.36 17.23 2.35
C -7.706 -0.281 -0.331 10.35 0.41 1.37
C -7.392 0.952 0.212 -0.13 4.41 -2.06
C -6.012 1.369 0.251 -1.36 0.20 2.33
C -5.047 0.397 0.185 2.46 -1.14 0.26
C -3.577 0.761 0.456 -8.67 4.22 8.66
C -2.657 0.672 -0.314 4.06 -5.64 -11.04
C -1.348 1.099 -0.192 1.48 -5.58 -7.66
O -0.944 1.586 0.703 3.21 8.94 13.89
N -0.297 0.674 -0.960 -4.31 -6.29 -7.27
H -0.541 -0.210 -1.730 1.02 3.52 2.77
C 1.015 0.803 -0.674 3.80 -0.16 -6.50
C 1.893 -0.628 -0.815 0.96 10.50 1.53
O 1.314 -1.591 -1.047 -0.54 -4.92 -0.96
N 3.294 -0.251 -0.682 -4.25 -10.61 -1.48
N 3.740 0.885 -0.286 -2.69 1.38 -1.43
C 4.958 0.961 -0.194 5.31 3.58 3.88
C 5.857 0.000 0.282 2.63 -0.99 -2.01
C 5.862 -1.293 0.591 -2.20 -4.97 3.00
C 7.122 -1.855 0.803 0.48 8.53 -4.94
C 7.998 -0.704 0.031 4.32 -15.53 6.69
O 7.370 0.239 -0.031 -7.85 11.56 -2.12
H 9.077 -0.984 0.193 -0.61 1.74 -1.14
H 7.515 -2.731 0.889 1.64 -5.51 0.83
H 4.898 -1.982 0.905 2.37 2.32 -0.89
C 5.553 2.328 0.086 -2.95 2.09 -6.62
H 5.945 2.643 0.956 0.94 0.32 3.43
H 4.677 3.039 -0.290 1.80 -1.04 1.22
H 6.344 2.571 -0.691 -0.67 -0.53 0.76
H 3.723 -1.339 -0.701 0.14 4.05 0.30
H 1.183 1.244 0.181 0.87 2.07 4.66
H 1.525 1.720 -1.523 -0.94 -2.84 2.29
H -2.709 -0.179 -1.352 -0.47 2.76 2.93
H -3.423 1.545 1.520 -0.28 -2.46 -3.28
H -5.719 2.389 0.690 -0.53 -1.54 -1.11
H -8.163 1.985 0.206 1.87 -3.68 0.31
H -8.591 -0.492 -0.500 -8.52 -2.19 -1.58
H -7.094 -2.123 -0.474 -5.57 -13.19 0.50
H -3.611 -3.244 1.206 0.24 1.20 0.25
H -2.601 -2.021 0.498 3.72 0.34 -0.99
```
Positions in Å, forces in eV/Å.

Results
Total energy, Ha: -1161.88003
HOMO energy, eV: -7.9036
Multiplicity: 1
Energy above the lowest of the compared OMol25 structures with the same formula, charge and spin, kJ/mol: 2049.0